No. 1
Molecular formula: C45H72BrClNO10PS
Method: DFT, ωB97M-V/def2-TZVPD

The structure (SMILES) is C=Cc1c(C[C@H](C)Br)cc2c(c1CCCCCCCCCCCCCC)Sc1c(cc(CC)cc1P(O)Cl)N2.CCOC(=O)OC.CCOC(=O)OC.CCOC(=O)OC. The max |F| comes out at 5.15 eV/Å. The highest occupied orbital energy is -7.649 eV. The calculation puts the LUMO energy at -0.78 eV. The frontier orbital gap comes out at 6.8660 eV.

```
132
C45H72BrClNO10PS, DFT ωB97M-V/def2-TZVPD
C -6.120 -3.435 -4.219
C -5.832 -2.815 -2.869
C -4.956 -1.393 -2.939
C -5.659 0.096 -2.903
C -7.320 0.248 -2.787
C -7.694 1.164 -1.447
C -7.736 0.306 -0.051
Br -9.575 1.839 -1.775
C -4.677 1.432 -2.942
C -3.007 1.338 -3.009
C -2.387 -0.173 -3.037
C -3.309 -1.559 -3.006
C -2.589 -3.033 -2.998
C -2.278 -3.602 -1.457
C -2.427 -2.403 -0.308
C -1.867 -2.834 1.171
C -2.135 -1.742 2.364
C -2.164 -0.176 1.881
C -1.349 0.825 2.944
C -2.345 1.765 3.846
C -2.529 3.307 3.256
C -3.377 3.373 1.848
C -4.365 4.716 1.893
C -5.540 4.701 0.747
C -5.391 5.871 -0.403
C -6.815 6.163 -1.219
S -0.529 -0.418 -3.103
C 0.129 1.284 -3.559
C -0.849 2.588 -3.444
C -0.148 4.055 -3.840
C 1.416 4.234 -4.311
C 2.009 5.758 -4.626
C 1.959 6.556 -3.157
C 2.385 2.893 -4.433
C 1.702 1.425 -4.052
P 2.808 -0.133 -4.200
O 2.468 -0.830 -5.798
Cl 4.882 0.402 -4.096
N -2.278 2.649 -2.989
H -5.203 -3.870 -4.844
H -7.210 -3.420 -4.646
H -6.180 -3.285 -1.847
H -7.785 -0.808 -2.592
H -7.679 0.743 -3.785
H -6.991 2.102 -1.319
H -8.809 0.486 0.438
H -7.635 -0.855 -0.186
H -6.954 0.687 0.765
H -5.201 2.481 -2.914
H -3.311 -3.838 -3.500
H -1.593 -3.067 -3.614
H -1.158 -3.995 -1.363
H -3.004 -4.499 -1.234
H -1.727 -1.527 -0.691
H -3.574 -2.082 -0.269
H -2.425 -3.827 1.483
H -0.725 -3.117 1.054
H -3.081 -2.067 3.013
H -1.213 -1.842 3.116
H -3.295 0.189 1.938
H -1.678 0.030 0.833
H -0.567 0.219 3.606
H -0.691 1.570 2.286
H -3.387 1.250 4.074
H -1.826 1.900 4.912
H -3.104 3.952 4.066
H -1.487 3.858 3.093
H -3.959 2.386 1.585
H -2.610 3.584 0.973
H -3.742 5.721 1.789
H -4.897 4.796 2.956
H -5.658 3.676 0.193
H -6.565 4.914 1.310
H -4.612 5.515 -1.229
H -5.041 6.914 0.020
H -6.599 6.473 -2.351
H -7.434 7.044 -0.755
H -7.493 5.209 -1.275
H -0.808 5.024 -3.777
H 3.152 5.706 -4.930
H 1.344 6.370 -5.369
H 2.346 5.883 -2.267
H 0.838 6.841 -2.891
H 2.559 7.587 -3.207
H 3.513 2.986 -4.750
H 1.686 -0.360 -6.218
H -2.405 3.079 -2.046
C 2.837 -7.315 1.995
C 2.099 -6.000 2.181
O 0.701 -6.223 2.400
C 0.361 -6.647 3.642
O 1.132 -6.844 4.571
O -0.980 -6.844 3.670
C -1.456 -7.392 4.897
H 2.372 -7.908 1.201
H 3.886 -7.138 1.740
H 2.804 -7.923 2.904
H 2.187 -5.405 1.266
H 2.530 -5.405 2.995
H -1.130 -6.795 5.754
H -1.117 -8.428 4.996
H -2.549 -7.386 4.870
C 8.031 -2.415 4.374
C 6.761 -1.584 4.323
O 5.598 -2.420 4.363
C 5.278 -2.924 5.580
O 5.883 -2.723 6.623
O 4.186 -3.715 5.437
C 3.806 -4.393 6.632
H 8.025 -3.174 3.584
H 8.914 -1.782 4.254
H 8.119 -2.950 5.325
H 6.726 -1.035 3.375
H 6.731 -0.839 5.127
H 3.676 -3.693 7.464
H 4.552 -5.154 6.880
H 2.850 -4.891 6.450
C 12.221 2.096 -2.075
C 11.478 0.976 -1.367
O 10.189 1.416 -0.923
C 9.237 1.507 -1.883
O 9.383 1.245 -3.068
O 8.098 1.968 -1.308
C 7.042 2.209 -2.235
H 12.271 2.986 -1.439
H 13.236 1.785 -2.333
H 11.709 2.393 -2.996
H 12.038 0.680 -0.473
H 11.387 0.085 -2.000
H 6.840 1.325 -2.849
H 7.290 3.069 -2.864
H 6.139 2.445 -1.666
```



No. 2
Molecular formula: C7H14NO3
Method: DFT, ωB97M-V/def2-TZVPD

The max |F| comes out at 6.02 eV/Å. As for the net charge: -1. The calculation puts the energy above the lowest of the compared OMol25 structures with the same formula, charge and spin at 96.1 kcal/mol. The highest occupied orbital energy is -4.159 eV. The calculation puts the LUMO energy at 3.56 eV. The frontier orbital gap comes out at 7.7153 eV.

```
25
C7H14NO3, DFT ωB97M-V/def2-TZVPD
C 0.331 -1.883 1.543
C -0.845 -1.279 2.254
C 0.029 -1.689 -0.839
C 1.473 0.829 1.366
C 1.638 -0.113 0.280
O 2.786 -0.310 -0.122
N 0.329 -0.953 0.376
H 1.241 -1.405 2.030
H 0.510 -3.108 1.419
H -1.762 -1.421 1.640
H -0.711 -0.221 1.983
H -0.972 -2.167 -0.734
H 0.488 1.385 1.430
H -1.002 -1.443 3.303
H -0.469 -1.210 -1.764
H 0.644 -2.449 -1.166
H 1.367 0.486 2.405
H 2.203 1.684 1.480
C -1.228 2.767 -2.713
C -0.703 1.481 -2.023
O -1.626 0.853 -1.406
O 0.461 1.108 -2.222
H -1.765 3.237 -1.829
H -1.827 2.429 -3.470
H -0.589 3.393 -3.222
```



No. 3
Molecular formula: C2H4N2S2
Method: DFT, ωB97M-V/def2-TZVPD

The max |F| comes out at 3.25 eV/Å. The calculation puts the energy above the lowest of the compared OMol25 structures with the same formula, charge and spin at 78.2 kcal/mol. The highest occupied orbital energy (alpha / beta) is -9.011 / -8.890 eV. The calculation puts the LUMO energy (alpha / beta) at -1.74 / -2.33 eV. The frontier orbital gap (alpha / beta) comes out at 7.2749 / 6.5585 eV.

```
10
C2H4N2S2, DFT ωB97M-V/def2-TZVPD
C 0.477 -0.923 -0.003
C 0.121 0.672 0.369
N 1.714 -1.105 0.045
N -0.948 1.125 -0.462
S -0.945 -1.759 0.096
S -2.404 0.874 0.113
H -0.214 0.781 1.442
H 0.991 1.340 0.095
H 1.977 -2.107 -0.192
H -0.769 1.102 -1.503
```



No. 4
Molecular formula: C39H116N8O15
Method: DFT, ωB97M-V/def2-TZVPD

The max |F| comes out at 1.98 eV/Å. The calculation puts the energy above the lowest of the compared OMol25 structures with the same formula, charge and spin at 0.0 kcal/mol. The highest occupied orbital energy is -8.803 eV. The calculation puts the LUMO energy at 0.15 eV. The frontier orbital gap comes out at 8.9564 eV.

```
178
C39H116N8O15, DFT ωB97M-V/def2-TZVPD
C 0.989 1.169 -5.306
O 1.618 1.795 -4.208
H 0.105 1.743 -5.602
H 1.720 1.024 -6.096
H 0.604 0.179 -5.021
H 1.069 1.712 -3.396
C -2.230 3.996 -0.451
O -0.858 3.964 -0.059
H -2.674 3.009 -0.267
H -2.848 4.711 0.093
H -2.280 4.148 -1.526
H -0.836 3.876 0.918
C -3.692 2.180 -3.949
O -2.529 1.416 -3.668
H -4.126 2.643 -3.059
H -3.439 2.961 -4.667
H -4.459 1.564 -4.429
H -2.839 0.488 -3.586
C -1.617 2.856 3.652
O -1.265 3.804 2.648
H -0.790 2.772 4.364
H -2.545 3.019 4.205
H -1.760 1.865 3.218
H -1.382 4.662 3.072
C 2.638 4.565 -0.711
O 1.497 5.409 -0.729
H 2.845 4.158 0.281
H 2.505 3.715 -1.390
H 3.485 5.146 -1.067
H 0.706 4.872 -0.576
C 3.629 2.957 2.898
O 4.281 4.106 2.389
H 4.390 2.413 3.463
H 2.902 3.111 3.709
H 3.077 2.335 2.189
H 3.673 4.844 2.496
C 5.325 0.986 -2.234
O 5.949 2.256 -2.360
H 5.652 0.378 -3.075
H 5.623 0.458 -1.319
H 4.234 1.057 -2.242
H 6.034 2.657 -1.492
C 2.340 7.834 -6.691
C 0.919 7.429 -6.371
C 0.906 6.501 -5.180
O -0.421 6.110 -4.868
C -0.499 5.209 -3.792
N 0.081 8.609 -6.120
H 2.951 6.977 -6.981
H 2.808 8.259 -5.796
H 2.430 8.602 -7.457
H 0.503 6.907 -7.236
H 1.375 6.915 -4.280
H 1.435 5.565 -5.414
H -0.291 4.225 -4.234
H -1.484 5.148 -3.325
H 0.203 5.431 -2.981
H -0.896 8.334 -6.083
H 0.235 8.949 -5.172
C 1.358 0.382 -0.688
C -0.031 0.633 -1.232
C -1.076 0.522 -0.103
O -1.064 -0.800 0.373
C -1.996 -1.087 1.385
N -0.066 1.933 -1.940
H 1.374 -0.531 -0.092
H 1.762 1.221 -0.113
H 2.062 0.295 -1.521
H -0.354 -0.087 -1.989
H -2.065 0.667 -0.568
H -0.918 1.324 0.633
H -1.690 -0.566 2.299
H -2.026 -2.164 1.557
H -3.037 -0.850 1.133
H -0.372 2.646 -1.267
H -0.904 1.926 -2.531
C -3.676 -1.887 -1.502
C -4.369 -1.928 -2.854
C -5.641 -1.118 -2.823
O -6.346 -1.053 -4.064
C -6.666 -2.288 -4.663
N -3.419 -1.358 -3.821
H -3.516 -0.857 -1.179
H -2.683 -2.326 -1.640
H -4.168 -2.452 -0.711
H -4.508 -2.976 -3.149
H -5.370 -0.073 -2.661
H -6.363 -1.409 -2.054
H -5.798 -2.940 -4.810
H -7.051 -2.084 -5.663
H -7.453 -2.772 -4.071
H -2.548 -1.870 -3.810
H -3.834 -1.366 -4.747
C -5.955 -5.071 2.693
C -4.739 -4.285 2.157
C -4.156 -4.928 0.913
O -3.831 -6.292 1.133
C -3.301 -6.865 -0.026
N -5.117 -2.918 1.803
H -6.381 -4.455 3.485
H -5.673 -6.040 3.105
H -6.702 -5.220 1.911
H -3.978 -4.295 2.940
H -3.208 -4.474 0.604
H -4.934 -4.838 0.140
H -3.081 -7.924 0.107
H -2.361 -6.387 -0.334
H -3.995 -6.805 -0.875
H -5.898 -2.959 1.146
H -5.581 -2.492 2.604
C 6.001 -4.999 1.011
C 6.743 -3.822 1.618
C 5.905 -3.081 2.665
O 4.647 -2.672 2.147
C 4.655 -1.400 1.532
N 7.964 -4.334 2.243
H 5.914 -5.848 1.691
H 6.518 -5.338 0.114
H 5.004 -4.648 0.735
H 6.996 -3.142 0.800
H 6.421 -2.279 3.204
H 5.614 -3.786 3.455
H 3.651 -1.041 1.317
H 5.240 -1.406 0.608
H 5.120 -0.669 2.204
H 8.625 -3.626 2.525
H 7.748 -4.949 3.016
C 4.710 -3.115 -2.175
C 3.488 -3.016 -3.100
C 2.250 -2.789 -2.231
O 2.042 -3.918 -1.432
C 0.847 -3.886 -0.693
N 3.699 -1.846 -3.955
H 4.652 -4.046 -1.609
H 4.679 -2.295 -1.457
H 5.641 -3.115 -2.743
H 3.424 -3.950 -3.671
H 1.396 -2.500 -2.863
H 2.480 -1.909 -1.617
H 0.652 -4.914 -0.368
H -0.050 -3.573 -1.230
H 0.997 -3.359 0.255
H 4.450 -2.037 -4.614
H 2.899 -1.738 -4.581
C 4.934 -0.442 5.263
C 3.690 -1.194 5.675
C 2.522 -1.099 4.682
O 2.190 0.252 4.415
C 1.353 0.342 3.298
N 4.067 -2.641 5.702
H 5.439 -0.824 4.382
H 5.627 -0.505 6.103
H 4.713 0.617 5.106
H 3.308 -0.942 6.665
H 1.603 -1.619 4.983
H 2.889 -1.631 3.791
H 1.897 0.000 2.408
H 1.058 1.335 2.946
H 0.415 -0.209 3.427
H 4.154 -2.958 4.739
H 3.270 -3.158 6.069
C -5.730 1.450 5.631
C -5.453 0.333 4.621
C -4.295 -0.585 4.972
O -3.111 0.179 4.975
C -1.975 -0.471 5.484
N -6.666 -0.457 4.354
H -5.935 1.046 6.626
H -6.611 2.004 5.302
H -4.920 2.175 5.731
H -5.196 0.756 3.643
H -4.185 -1.345 4.189
H -4.484 -1.156 5.892
H -1.251 0.318 5.697
H -1.546 -1.189 4.780
H -2.125 -0.963 6.451
H -6.874 -1.018 5.180
H -7.434 0.200 4.265
```



No. 5
Molecular formula: C16H25Br10NO2
Method: DFT, ωB97M-V/def2-TZVPD

The structure (SMILES) is O=[N+]([O-])c1ccccc1.BrCCBr.BrCCBr.BrCCBr.BrCCBr.BrCCBr. The max |F| comes out at 1.71 eV/Å. The calculation puts the energy above the lowest of the compared OMol25 structures with the same formula, charge and spin at 0.8 kcal/mol. The highest occupied orbital energy is -9.955 eV. The calculation puts the LUMO energy at -0.55 eV. The frontier orbital gap comes out at 9.4079 eV.

```
54
C16H25Br10NO2, DFT ωB97M-V/def2-TZVPD
O 1.131 -2.694 1.921
N 1.027 -3.024 0.762
O 1.128 -4.155 0.363
C 0.767 -1.971 -0.214
C 0.103 -2.307 -1.393
C -0.169 -1.299 -2.296
C 0.200 0.018 -2.029
C 0.858 0.351 -0.842
C 1.154 -0.677 0.037
H -0.188 -3.320 -1.628
H -0.565 -1.511 -3.281
H 0.089 0.809 -2.763
H 0.999 1.411 -0.703
H 1.643 -0.421 0.970
Br 2.723 3.791 -0.129
C 0.762 4.157 -0.124
C 0.130 3.523 1.080
Br -1.830 3.461 0.803
H 0.487 3.833 -1.122
H 0.585 5.231 -0.129
H 0.255 4.150 1.952
H 0.415 2.493 1.227
Br 0.682 3.003 -4.398
C 2.442 3.202 -5.292
C 3.110 4.371 -4.630
Br 4.711 4.895 -5.684
H 2.169 3.411 -6.321
H 2.913 2.228 -5.240
H 3.443 4.215 -3.616
H 2.497 5.252 -4.774
Br -0.257 1.620 4.096
C -0.611 -0.102 3.284
C -2.012 -0.553 3.620
Br -2.367 -2.299 2.869
H 0.123 -0.816 3.628
H -0.629 0.077 2.214
H -2.799 0.142 3.329
H -2.221 -0.652 4.688
Br 3.150 -5.841 4.708
C 1.318 -6.491 4.257
C 0.456 -5.347 3.757
Br -0.947 -6.149 2.626
H 0.811 -7.009 5.063
H 1.494 -7.162 3.425
H 0.896 -4.600 3.106
H -0.026 -4.804 4.567
Br -4.167 0.313 0.752
C -4.140 0.393 -1.225
C -3.351 1.601 -1.674
Br -3.143 1.413 -3.620
H -5.176 0.359 -1.566
H -3.770 -0.553 -1.624
H -2.353 1.543 -1.258
H -3.951 2.490 -1.531
```



No. 6
Molecular formula: C6H4NNiO2SbSe4
Method: DFT, ωB97M-V/def2-TZVPD

The max |F| comes out at 0.59 eV/Å. As for the net charge: -2. The calculation puts the energy above the lowest of the compared OMol25 structures with the same formula, charge and spin at 24.4 kcal/mol. The highest occupied orbital energy (alpha / beta) is -1.065 / -1.105 eV. The calculation puts the LUMO energy (alpha / beta) at 4.32 / 4.32 eV. The frontier orbital gap (alpha / beta) comes out at 5.3888 / 5.4282 eV.

```
19
C6H4NNiO2SbSe4, DFT ωB97M-V/def2-TZVPD
Ni -0.992 -0.851 -1.229
O -1.619 -3.336 1.834
C -1.305 -2.501 0.987
O -1.711 -2.390 -0.209
C -0.286 -1.435 1.385
C 0.349 -1.413 2.616
C 1.270 -0.411 2.868
C 1.521 0.540 1.889
C 0.840 0.457 0.686
N -0.039 -0.519 0.449
H 0.098 -2.184 3.331
H 1.789 -0.367 3.818
H 2.230 1.341 2.046
H 0.982 1.169 -0.116
Se -2.048 4.286 -5.646
Sb -0.034 3.120 -5.002
Se -0.842 1.011 -2.620
Se -1.554 -1.077 -3.476
Se 1.351 4.561 -3.610
```



No. 7
Molecular formula: C17H21N3O3
Method: DFT, ωB97M-V/def2-TZVPD

The structure (SMILES) is CCOc1ccc(CCNC(=O)c2cnccn2)cc1OCC. The max |F| comes out at 0.59 eV/Å. The calculation puts the energy above the lowest of the compared OMol25 structures with the same formula, charge and spin at 66.6 kcal/mol. The highest occupied orbital energy is -7.841 eV. The calculation puts the LUMO energy at 0.15 eV. The frontier orbital gap comes out at 7.9896 eV.

```
44
C17H21N3O3, DFT ωB97M-V/def2-TZVPD
C -4.162 -1.959 1.116
C -3.206 -0.926 1.709
O -2.447 -0.258 0.724
C -1.358 -0.869 0.184
C -0.868 -2.119 0.522
C 0.296 -2.606 -0.054
C 0.988 -1.858 -0.985
C 2.350 -2.279 -1.462
C 3.382 -1.916 -0.371
N 3.142 -0.587 0.135
C 2.366 -0.391 1.224
O 2.152 -1.227 2.079
C 1.777 0.984 1.298
C 0.848 1.298 2.290
N 0.252 2.476 2.337
C 0.580 3.353 1.402
C 1.513 3.053 0.417
N 2.103 1.870 0.359
C 0.478 -0.618 -1.365
C -0.677 -0.113 -0.797
O -1.223 1.102 -1.083
C -0.654 1.880 -2.113
C -1.459 3.166 -2.211
H -4.758 -2.404 1.908
H -4.825 -1.477 0.402
H -3.616 -2.745 0.600
H -3.779 -0.130 2.193
H -2.551 -1.385 2.459
H -1.368 -2.724 1.260
H 0.672 -3.570 0.253
H 2.601 -1.759 -2.389
H 2.392 -3.353 -1.644
H 3.275 -2.592 0.480
H 4.400 -1.983 -0.764
H 3.173 0.182 -0.521
H 0.588 0.573 3.048
H 0.084 4.313 1.446
H 1.795 3.767 -0.345
H 1.013 -0.039 -2.103
H -0.692 1.331 -3.065
H 0.396 2.109 -1.884
H -1.049 3.804 -2.989
H -1.427 3.691 -1.260
H -2.495 2.937 -2.442
```